# 1
C29H36AsN3O2ReS2 | ωB97M-V with the def2-TZVPD basis set

Geometry (Å):
Re -0.7985 0.5556 -0.2390
C 3.5069 -0.5507 -0.3408
C 2.1339 -0.2241 0.1614
N 1.1418 -0.0777 -0.6726
N 1.4891 -0.2991 -2.0110
C 0.6117 0.0228 -2.8784
S -0.9239 0.8547 -2.4631
S 0.7925 -0.2492 -4.5716
C 2.1597 -1.4481 -4.5935
C 1.8522 -2.7538 -3.9060
C 0.6944 -3.4689 -4.1986
C 0.4721 -4.7107 -3.6197
C 1.3989 -5.2458 -2.7337
C 2.5521 -4.5342 -2.4333
C 2.7748 -3.2939 -3.0172
C 1.9371 -0.0684 1.6074
C 2.9150 -0.5714 2.4820
C 2.8142 -0.4319 3.8507
C 1.7344 0.2531 4.3964
C 0.7516 0.7596 3.5656
C 0.8427 0.5802 2.1948
O -0.2186 1.0490 1.4625
H 3.6664 -0.1284 -1.3258
H 3.6192 -1.6348 -0.4267
H 4.2651 -0.1731 0.3372
H 3.0418 -0.9713 -4.1702
H 2.3412 -1.5975 -5.6594
H -0.0215 -3.0719 -4.9093
H -0.4105 -5.2759 -3.8921
H 1.2374 -6.2248 -2.3008
H 3.2908 -4.9552 -1.7633
H 3.6903 -2.7535 -2.8072
H 3.7709 -1.0945 2.0817
H 3.5844 -0.8396 4.4897
H 1.6602 0.3948 5.4659
H -0.0984 1.2988 3.9613
C 0.1336 -2.9994 0.0899
As -1.3913 -1.8271 0.0344
C -2.3054 -2.0896 1.7091
C -2.5450 -2.5110 -1.3871
C -3.1460 -3.8213 -0.9703
C -4.3982 -3.8512 -0.3613
C -4.9466 -5.0540 0.0566
C -4.2453 -6.2380 -0.1273
C -2.9992 -6.2164 -0.7375
C -2.4506 -5.0133 -1.1570
H -0.2197 -4.0205 0.2277
H 0.7711 -2.7169 0.9267
H 0.6843 -2.9264 -0.8491
H -2.5314 -3.1506 1.8109
H -3.2331 -1.5217 1.7165
H -1.6568 -1.7629 2.5211
H -1.8948 -2.5915 -2.2610
H -3.3004 -1.7511 -1.5850
H -4.9583 -2.9310 -0.2325
H -5.9259 -5.0703 0.5156
H -4.6753 -7.1769 0.1934
H -2.4592 -7.1402 -0.8965
H -1.4853 -4.9985 -1.6496
C -4.8488 2.1815 -1.2586
N -4.7692 2.0649 0.2027
C -5.9952 2.3502 0.9560
C -3.6179 1.7657 0.7572
C -3.4104 1.7518 2.2384
O -2.6217 1.5324 -0.0023
H -5.7449 2.7408 -1.5089
H -4.9024 1.1961 -1.7215
H -3.9787 2.7093 -1.6394
H -6.8408 2.0140 0.3620
H -6.0946 3.4199 1.1385
H -6.0134 1.8105 1.8964
H -4.2032 2.2336 2.7983
H -2.4690 2.2607 2.4401
H -3.3050 0.7219 2.5833

lowest unoccupied orbital energy (spin up / spin down) = -7.40 / -7.27 eV
electronic energy = -4551.36092 hartree
energy relative to the best compared isomer or geometry (same formula, charge and spin) = 0.0 kcal per mole
HOMO-LUMO gap (spin up / spin down) = 6.43 / 6.50 eV
charge = +2
2S+1 = 2

Results of the Mulliken charge analysis, in e, for atoms 1 through 6: 0.8600 -1.8877 1.5190 0.5251 -0.7399 0.5802

=====

# 2
C28H18Cl5GeRhS5 | ωB97M-V with the def2-TZVPD basis set

Geometry (Å):
Rh 0.0731 -1.0855 0.3201
Cl -2.8975 1.0205 0.2616
C -2.7165 -0.2614 1.4083
C -1.5971 -1.0585 1.3474
C -1.4641 -2.0785 2.2501
Cl 0.1318 -2.8113 1.9929
C -2.3497 -2.3621 3.2615
Cl -2.0408 -3.6201 4.3729
C -3.4853 -1.5449 3.3255
Cl -4.6379 -1.8188 4.5576
C -3.6698 -0.5052 2.4020
Cl -5.0581 0.4903 2.5067
C 0.3485 -3.4391 -2.4279
S -1.0681 -2.8046 -1.4808
C -1.5280 -1.4095 -2.4376
C -0.7288 -0.2487 -2.5691
S 0.7638 0.0312 -1.8178
S -1.4240 0.9734 -3.5593
C -2.9509 0.1942 -3.8791
S -4.1380 0.8432 -4.7640
S -3.0405 -1.3948 -3.1780
H 0.5443 -4.4271 -2.0149
H 1.2152 -2.7978 -2.3075
H 0.0685 -3.5387 -3.4732
C 5.5905 -0.5433 0.5459
C 5.0933 0.7325 0.3265
C 3.7959 1.0491 0.7059
C 2.9820 0.0904 1.3125
C 3.4953 -1.1923 1.5266
C 4.7912 -1.5069 1.1463
Ge 1.1624 0.5675 1.7760
C 0.7147 2.4107 1.3613
C 0.1260 2.8442 0.1741
C -0.1494 4.1885 -0.0316
C 0.1644 5.1201 0.9474
C 0.7497 4.7047 2.1333
C 1.0174 3.3592 2.3415
C 0.5353 0.1659 3.5684
C -0.6871 0.7122 3.9689
C -1.2398 0.3866 5.1984
C -0.5697 -0.4831 6.0490
C 0.6581 -1.0109 5.6755
C 1.2087 -0.6873 4.4426
H 6.6033 -0.7872 0.2528
H 5.7174 1.4851 -0.1378
H 3.4148 2.0484 0.5263
H 2.8889 -1.9553 2.0032
H 5.1801 -2.5015 1.3232
H -0.1223 2.1329 -0.6007
H -0.6103 4.5110 -0.9567
H -0.0497 6.1688 0.7868
H 0.9953 5.4275 2.9005
H 1.4617 3.0479 3.2813
H -1.2127 1.4006 3.3146
H -2.1893 0.8151 5.4956
H -0.9995 -0.7402 7.0086
H 1.1895 -1.6733 6.3470
H 2.1705 -1.1042 4.1650

lowest unoccupied orbital energy (spin up / spin down) = -4.35 / -6.28 eV
electronic energy = -7556.88039 hartree
energy relative to the best compared isomer or geometry (same formula, charge and spin) = 2.2 kcal per mole
HOMO-LUMO gap (spin up / spin down) = 6.90 / 4.93 eV
charge = +1
2S+1 = 2

Results of the Mulliken charge analysis, in e, for atoms 1 through 6: 0.2002 -0.0932 0.4144 -1.7927 1.6049 -0.0933

=====

# 3
C36H41BN10O4PTa | ωB97M-V with the def2-TZVPD basis set

Geometry (Å):
Ta -0.7637 1.0129 0.2614
C -1.8079 1.6352 -4.0093
C -2.0691 1.0737 -2.7700
N -1.2600 1.6077 -1.8397
N -0.4873 2.5208 -2.4734
C -0.7955 2.5492 -3.7738
B 0.3734 3.4811 -1.6352
N -0.5932 4.0104 -0.5509
C -1.1439 5.2228 -0.4321
C -2.2130 5.1478 0.4466
C -2.2604 3.8177 0.8338
N -1.2714 3.1362 0.2343
N 1.5116 2.6659 -0.9928
C 2.8218 2.7515 -1.2533
C 3.4733 1.6904 -0.6505
C 2.4650 0.9633 -0.0399
N 1.2840 1.5618 -0.2275
H -2.2946 1.4208 -4.9438
H -2.8085 0.3400 -2.4997
H -0.2879 3.2299 -4.4368
H 0.8221 4.3666 -2.2842
H -0.7422 6.0536 -0.9884
H -2.8719 5.9414 0.7508
H -2.9470 3.3162 1.4923
H 3.1976 3.5606 -1.8572
H 4.5234 1.4624 -0.6762
H 2.5257 0.0372 0.5083
O -2.1989 0.8934 1.7117
N -2.3300 -0.2201 2.3901
N -1.3080 -0.9397 2.3125
O -0.2879 -0.5540 1.5697
C -1.2334 -2.2262 2.9438
C -0.4045 -3.1779 2.3677
C -0.3510 -4.4328 2.9531
C -1.1054 -4.7087 4.0844
C -1.9250 -3.7347 4.6427
C -1.9982 -2.4741 4.0752
H 0.1753 -2.9489 1.4846
H 0.2840 -5.1942 2.5213
H -1.0539 -5.6886 4.5391
H -2.5052 -3.9562 5.5274
H -2.6288 -1.7049 4.4979
C -1.8260 3.0472 4.1175
C -0.5812 2.1695 4.0482
P 0.4270 2.1423 2.5079
C 1.9216 1.1883 3.0405
C 2.2394 1.1157 4.5353
C 1.0269 3.8609 2.2784
C 1.8279 4.4480 3.4385
H -2.1533 3.1137 5.1543
H -2.6516 2.6335 3.5444
H -1.6273 4.0634 3.7743
H -0.8269 1.1293 4.2833
H 0.1122 2.4836 4.8302
H 2.7651 1.6321 2.5062
H 1.8059 0.1688 2.6641
H 2.3524 2.0976 4.9906
H 3.1809 0.5831 4.6660
H 1.4789 0.5669 5.0896
H 0.1556 4.4885 2.0748
H 1.6307 3.8560 1.3669
H 1.2555 4.4556 4.3664
H 2.0960 5.4796 3.2143
H 2.7533 3.8995 3.6088
O -2.1170 -0.5028 -0.3614
C -1.2450 -1.1465 -1.0454
N -1.3430 -2.1805 -1.8457
C -0.0474 -2.3932 -2.5234
C 0.7865 -1.2243 -1.9109
O 1.9224 -0.9405 -2.1610
N -0.0280 -0.6071 -0.9680
C 0.5988 -3.7118 -2.1142
C 1.8713 -4.0020 -2.5992
C 2.4903 -5.1912 -2.2570
C 1.8430 -6.1074 -1.4371
C 0.5753 -5.8240 -0.9586
C -0.0468 -4.6264 -1.2917
C -0.2393 -2.2693 -4.0323
C -1.3371 -2.8958 -4.6186
C -1.5392 -2.8314 -5.9869
C -0.6383 -2.1478 -6.7906
C 0.4649 -1.5389 -6.2158
C 0.6685 -1.5971 -4.8430
H -2.2102 -2.6350 -2.0818
H 2.3788 -3.2987 -3.2467
H 3.4776 -5.4099 -2.6407
H 2.3246 -7.0420 -1.1833
H 0.0562 -6.5398 -0.3345
H -1.0374 -4.4270 -0.9029
H -2.0358 -3.4772 -4.0259
H -2.3937 -3.3284 -6.4258
H -0.7904 -2.1022 -7.8604
H 1.1806 -1.0168 -6.8368
H 1.5369 -1.1176 -4.4151

lowest unoccupied orbital energy = -6.91 eV
electronic energy = -2667.86350 hartree
energy relative to the best compared isomer or geometry (same formula, charge and spin) = 0.0 kcal per mole
HOMO-LUMO gap = 6.51 eV
charge = +2
2S+1 = 1

Results of the Mulliken charge analysis, in e, for atoms 1 through 6: 1.9136 -1.2433 -0.2775 0.1343 0.0120 -0.1828

=====

# 4
C50H46N3O2 | ωB97M-V with the def2-TZVPD basis set

Geometry (Å):
C -6.9923 -2.0210 -0.5721
C -5.6997 -1.3004 -0.8343
C -4.6512 -1.3449 0.0876
C -3.4773 -0.6011 -0.0989
C -2.4759 -0.5288 1.0179
C -3.2873 0.0370 -1.3270
N -2.0049 0.6027 -1.6112
C -0.7822 -0.0402 -1.7290
C -0.3269 -1.3238 -1.1578
C -1.1342 -2.5368 -1.2721
C -0.9861 -3.5933 -0.2464
C -2.0411 -2.7185 -2.3773
C -2.0026 -1.8991 -3.5349
C -2.9388 -2.0314 -4.5580
C -3.9174 -3.0252 -4.4855
C -3.9514 -3.8905 -3.3861
C -3.0315 -3.7541 -2.3542
O 0.7554 -1.3406 -0.5225
N 0.1158 0.8836 -2.1212
C 1.5532 0.7897 -2.2032
C 2.1628 -0.1433 -3.0491
C 1.3763 -0.9351 -4.0253
C 3.5404 -0.3541 -2.9354
C 4.3189 0.3547 -2.0183
C 5.7771 0.0051 -1.8456
C 3.6898 1.3241 -1.2286
C 2.3170 1.5919 -1.3525
C 1.6394 2.5807 -0.4765
N -0.5179 2.1072 -2.3260
C -1.7709 1.9363 -1.9780
C -2.7594 3.0075 -1.8782
C -2.6420 4.1012 -2.7663
C -3.6020 5.1100 -2.7547
C -4.6577 5.0740 -1.8325
C -4.7524 4.0155 -0.9197
C -3.7858 3.0122 -0.9079
C -4.3239 0.1179 -2.2712
C -4.1637 0.8424 -3.5736
C -5.5283 -0.5484 -1.9977
H -7.7327 -1.7602 -1.3356
H -6.8605 -3.1103 -0.5883
H -7.4049 -1.7618 0.4115
H -4.7388 -1.9519 0.9918
H -1.9905 0.4582 1.0922
H -3.0059 -0.7178 1.9681
H -1.6996 -1.3076 0.9226
H -1.0466 -4.5875 -0.7130
H -0.0260 -3.4940 0.2732
H -1.8008 -3.5195 0.4981
H -1.1998 -1.1598 -3.6386
H -2.8835 -1.3558 -5.4136
H -4.6387 -3.1361 -5.2937
H -4.6936 -4.6907 -3.3283
H -3.0704 -4.4145 -1.4796
H 2.0559 -1.3627 -4.7674
H 0.8701 -1.7697 -3.5292
H 0.6385 -0.3204 -4.5496
H 4.0115 -1.1072 -3.5681
H 6.2860 0.7078 -1.1762
H 5.8936 -1.0058 -1.4270
H 6.3098 0.0057 -2.8062
H 4.2647 1.8743 -0.4788
H 2.4022 3.2484 -0.0699
H 0.8821 3.1705 -1.0007
H 1.1243 2.0556 0.3417
H -1.7980 4.1136 -3.4584
H -3.5201 5.9232 -3.4753
H -5.3955 5.8806 -1.8159
H -5.5841 3.9713 -0.2157
H -3.8236 2.2303 -0.1505
H -4.7565 0.3426 -4.3518
H -4.5147 1.8863 -3.5161
H -3.1195 0.8533 -3.9113
H -6.3309 -0.5078 -2.7414
C 7.1120 -2.6466 7.3262
C 7.0592 -2.8971 5.9452
C 6.1161 -2.2446 5.1423
C 5.2446 -1.2697 5.6958
C 4.1821 -0.6488 4.9198
O 3.6018 0.4030 5.5638
C 2.9350 1.3749 4.8363
C 2.7387 1.1703 3.4471
C 2.4766 2.3502 2.7032
C 2.5152 3.6053 3.3006
C 2.7387 3.7576 4.6841
C 2.8660 2.6186 5.4722
C 2.9520 -0.1340 2.9226
C 3.6672 -1.0459 3.6888
C 5.4527 -0.9013 7.0459
C 6.3265 -1.6147 7.8636
H 7.7451 -3.2544 7.9837
H 7.7111 -3.6459 5.4985
H 5.9949 -2.4999 4.0856
H 2.3280 2.2468 1.6315
H 2.3741 4.4851 2.6713
H 2.8495 4.7523 5.1250
H 2.9891 2.6759 6.5522
H 2.7412 -0.3513 1.8784
H 3.9236 -2.0426 3.3363
H 4.8547 -0.0959 7.4715
H 6.3594 -1.3908 8.9326

lowest unoccupied orbital energy = -4.90 eV
electronic energy = -2247.38135 hartree
energy relative to the best compared isomer or geometry (same formula, charge and spin) = 0.0 kcal per mole
HOMO-LUMO gap = 2.82 eV
charge = +1
2S+1 = 1

Results of the Mulliken charge analysis, in e, for atoms 1 through 6: -1.5829 0.8226 -0.9576 0.8408 -1.8087 -0.5383

=====

# 5
CH5FNO | ωB97M-V with the def2-TZVPD basis set

Geometry (Å):
C -0.0169 -0.5656 -0.4198
N 0.7599 0.4816 0.1906
O -1.6821 0.1323 -0.1315
F -2.1024 -0.1077 1.1033
H -0.1283 -0.4998 -1.4458
H 0.1509 -1.5412 0.0420
H 0.3396 1.4508 0.0041
H 1.6600 0.5489 -0.4375
H 1.0195 0.1007 1.0946

lowest unoccupied orbital energy = -4.95 eV
electronic energy = -270.47282 hartree
energy relative to the best compared isomer or geometry (same formula, charge and spin) = 45.7 kcal per mole
HOMO-LUMO gap = 10.78 eV
charge = +1
2S+1 = 1

Results of the Mulliken charge analysis, in e, for atoms 1 through 6: -0.2259 -0.3022 -0.2155 -0.0469 0.3013 0.3165